Formula: C7H10N3
Source: OMol25
Level of theory: the ωB97M-V functional and the def2-TZVPD basis

As for the electronic energy: -436.67817 a.u. As for the structure (SMILES): C[N@@H+]1C=Cc2nccn2C1. The value obtained for the LUMO energy is -3.91 eV. As for the charge: +1. The value obtained for the energy above the lowest of the compared OMol25 structures with the same formula, charge and spin is 231.1 kJ/mol. For the gap between HOMO and LUMO, the calculation gives 0.312 Eh. Its HOMO energy is -12.40 eV. As for the maximum force: 5.9 eV Å⁻¹.

```
20
C7H10N3 the ωB97M-V functional and the def2-TZVPD basis
C -3.26725 -0.49193 -0.10465
C -2.13295 -1.37576 -0.03191
C -1.49642 0.76982 0.17417
C -0.53670 1.79086 0.12488
C 0.76348 1.58552 -0.16942
C 0.37706 -0.88467 0.20835
C 2.59602 -0.15720 0.07017
N -2.79121 0.79307 -0.06777
N -1.02460 -0.56910 0.11502
N 1.21640 0.19366 -0.37786
H -4.25579 -0.69837 -0.13369
H -1.82136 -2.41833 0.06235
H -0.81347 2.86731 0.31393
H 1.57693 2.24655 -0.17052
H 0.73604 -1.03263 1.24003
H 0.61807 -1.89807 -0.14882
H 2.88517 -0.38585 1.14790
H 3.00082 -0.94809 -0.58329
H 3.23353 0.66371 -0.28849
H 1.13621 -0.05050 -1.38038
```

Mulliken population analysis, charges in e, atoms 1 to 8: -0.601 -0.015 0.393 -0.441 -0.415 -0.595 -0.959 -0.552

Formula: C25H32N2O5
Source: OMol25
Level of theory: the ωB97M-V functional and the def2-TZVPD basis

As for the electronic energy: -1457.60703 a.u. As for the structure (SMILES): CCOc1ccc(CCNC(=O)[C@H]2CCCN2C(=O)OCc2ccccc2)cc1OCC. The value obtained for the LUMO energy is 0.75 eV. As for the charge: 0. The value obtained for the energy above the lowest of the compared OMol25 structures with the same formula, charge and spin is 0.0 kJ/mol. For the gap between HOMO and LUMO, the calculation gives 0.321 Eh. Its HOMO energy is -7.98 eV. As for the maximum force: 0.8 eV Å⁻¹.

```
64
C25H32N2O5 the ωB97M-V functional and the def2-TZVPD basis
C 0.81749 -3.16549 -3.26667
C 0.85290 -3.13266 -1.74270
O -0.15904 -2.31155 -1.19183
C -0.21985 -0.97478 -1.46903
C -1.49679 -0.42944 -1.40168
C -1.73324 0.91007 -1.64055
C -0.68573 1.74568 -1.98800
C 0.59961 1.22006 -2.02175
C 0.86135 -0.11478 -1.74680
O 2.12451 -0.65815 -1.74173
C 3.25464 0.17439 -1.90497
C 3.60842 0.94567 -0.63565
H 3.95045 0.25872 0.13480
H 2.74413 1.48008 -0.24751
H 4.40246 1.65710 -0.84620
H 4.06199 -0.52007 -2.15785
H 3.11726 0.85334 -2.75512
H 1.41241 1.88624 -2.26310
C -0.92465 3.19871 -2.29391
H -1.99448 3.40060 -2.23928
H -0.57964 3.43729 -3.30275
C -0.20700 4.12386 -1.29543
N -0.38359 3.67291 0.06748
C -1.58374 3.68892 0.66574
O -2.56934 4.24625 0.22866
C -1.56863 2.95174 2.02502
N -1.34552 1.52130 1.84665
C -0.13349 0.97092 1.69251
O 0.88609 1.60323 1.46416
O -0.17116 -0.36493 1.82185
C 1.07858 -1.03223 1.69454
C 0.88923 -2.52200 1.67865
C 2.01064 -3.33606 1.57212
C 1.87632 -4.71151 1.53988
C 0.61877 -5.28773 1.61308
C -0.49977 -4.48051 1.71991
C -0.36665 -3.10324 1.75346
H -1.23677 -2.47169 1.82957
H -1.48299 -4.92445 1.77479
H 0.51333 -6.36245 1.58541
H 2.75386 -5.33586 1.45519
H 2.99171 -2.88623 1.51160
H 1.56945 -0.70664 0.77089
H 1.72710 -0.73717 2.53186
C -2.54963 0.74307 2.07787
C -3.65112 1.79653 2.13584
H -4.49490 1.47952 2.74449
C -2.93271 3.01759 2.70682
H -3.44185 3.94587 2.45710
H -2.82614 2.93677 3.78870
H -4.00314 2.02763 1.13116
H -2.68379 0.02024 1.27091
H -2.46373 0.19736 3.02496
H -0.75949 3.37621 2.63013
H 0.32760 3.06596 0.46669
H 0.86470 4.16154 -1.49387
H -0.62214 5.13173 -1.38361
H -2.73764 1.30064 -1.57582
H -2.30517 -1.10266 -1.16083
H 0.62606 -4.12222 -1.33520
H 1.84298 -2.82923 -1.39153
H -0.17602 -3.44176 -3.61269
H 1.06920 -2.18914 -3.67340
H 1.53631 -3.89314 -3.63301
```

Mulliken population analysis, charges in e, atoms 1 to 8: -1.326 -0.112 -0.266 0.737 -0.828 -0.647 -0.255 -0.555

Formula: C52H42GeIO5PPtS2
Source: OMol25
Level of theory: the ωB97M-V functional and the def2-TZVPD basis

As for the electronic energy: -6014.74680 a.u. The value obtained for the LUMO energy (spin up / spin down) is 3.25 / 3.25 eV. As for the charge: -2. The value obtained for the energy above the lowest of the compared OMol25 structures with the same formula, charge and spin is 112.1 kJ/mol. For the gap between HOMO and LUMO (spin up / spin down), the calculation gives 0.153 / 0.154 Eh. Its HOMO energy (spin up / spin down) is -0.92 / -0.93 eV. As for the maximum force: 2.7 eV Å⁻¹.

```
105
C52H42GeIO5PPtS2 the ωB97M-V functional and the def2-TZVPD basis
Pt -0.03300 0.02860 0.54140
S 0.61400 -0.59360 2.69760
C -0.64520 -1.74500 3.08730
C -0.85390 -2.05200 4.42870
C -1.82070 -2.95770 4.81440
C -2.59420 -3.59530 3.85220
C -2.39090 -3.31450 2.51780
C -1.42980 -2.38800 2.10770
S -1.22560 -2.10600 0.41310
H -0.25200 -1.55060 5.17260
H -1.98000 -3.16100 5.86680
H -3.35960 -4.30550 4.14720
H -2.98320 -3.79930 1.75350
O 0.13920 -0.42840 -1.80340
P 0.49900 0.04860 -3.14870
C -0.91140 -0.70830 -4.13200
C -0.86220 -1.37150 -5.34870
C -2.00020 -1.96680 -5.86980
C -3.19870 -1.90730 -5.17990
C -3.25960 -1.24310 -3.96620
C -2.12510 -0.64590 -3.45600
C 0.23780 1.75460 -3.74860
C 0.23950 2.81510 -2.85540
C 0.23890 4.10990 -3.34080
C 0.18990 4.34760 -4.70640
C 0.12350 3.28720 -5.59340
C 0.15110 1.98940 -5.11230
C 1.85500 -0.83830 -3.99280
C 2.01480 -2.14770 -3.56290
C 3.02550 -2.93460 -4.08300
C 3.87410 -2.41080 -5.04550
C 3.72060 -1.10010 -5.46980
C 2.70980 -0.31270 -4.94850
H 0.07050 -1.43450 -5.89840
H -1.95080 -2.48950 -6.81730
H -4.08190 -2.38310 -5.58780
H -4.19090 -1.20700 -3.41720
H -2.14540 -0.14260 -2.49940
H 0.27200 2.60560 -1.79410
H 0.29170 4.94530 -2.65650
H 0.19210 5.36460 -5.07650
H 0.06580 3.47120 -6.66000
H 0.11500 1.15320 -5.79720
H 1.33770 -2.52050 -2.80620
H 3.15440 -3.95370 -3.74020
H 4.66510 -3.02190 -5.45990
H 4.39980 -0.69120 -6.20700
H 2.59550 0.71580 -5.26070
O -2.50330 0.55050 1.72470
C -2.66170 1.03550 0.60670
O -1.75090 1.46580 -0.15740
C -4.09900 1.15830 0.06170
C -4.17230 2.20390 -1.03020
Ge -3.49470 3.97500 -0.37950
C -1.75960 4.27970 0.52070
C -1.49430 3.69710 1.75210
C -0.25830 3.85480 2.35180
C 0.72250 4.61030 1.73290
C 0.45420 5.22490 0.52360
C -0.78340 5.06290 -0.07400
C -3.61310 5.20940 -1.95320
C -2.89670 4.90490 -3.10510
C -2.95260 5.71870 -4.22290
C -3.74220 6.85540 -4.21010
C -4.47300 7.16840 -3.07640
C -4.39970 6.35470 -1.95920
C -4.84920 4.74190 0.88750
C -6.10360 4.17700 1.07000
C -7.03960 4.75890 1.90580
C -6.73880 5.93520 2.57020
C -5.49040 6.51210 2.40360
C -4.55730 5.91300 1.57900
H -4.76400 1.38900 0.89790
H -4.35530 0.16570 -0.32110
H -5.19260 2.31790 -1.41120
H -3.53900 1.90470 -1.86390
H -2.24590 3.08870 2.23320
H -0.05240 3.36870 3.29400
H 1.69760 4.71310 2.18890
H 1.21950 5.81740 0.03650
H -0.99690 5.54270 -1.02050
H -2.28540 4.01320 -3.11700
H -2.37790 5.46660 -5.10410
H -3.79950 7.48800 -5.08530
H -5.10240 8.05120 -3.06120
H -4.97290 6.60360 -1.07680
H -6.35020 3.26260 0.54910
H -8.00700 4.29380 2.04410
H -7.46820 6.39950 3.22150
H -5.24290 7.42940 2.92170
H -3.57600 6.35650 1.45800
I 8.20840 -0.80990 0.83110
C 6.26660 -0.24150 0.17370
C 6.13360 0.31440 -1.08590
C 4.87410 0.68580 -1.50980
C 3.77510 0.54340 -0.66120
C 3.93850 -0.03550 0.59730
C 5.18810 -0.44370 1.01710
C 2.42140 1.00790 -1.09260
O 2.22220 0.94390 -2.35640
O 1.64710 1.44550 -0.22590
H 6.99700 0.44790 -1.72420
H 4.71950 1.09780 -2.49780
H 3.06770 -0.17630 1.22410
H 5.32450 -0.91200 1.98110
```

Mulliken population analysis, charges in e, atoms 1 to 8: 2.871 -0.602 0.341 -0.742 -0.476 -0.545 -0.738 0.567

Formula: C16H28N4O2S
Source: OMol25
Level of theory: the ωB97M-V functional and the def2-TZVPD basis

As for the electronic energy: -1394.16989 a.u. As for the structure (SMILES): CCCc1nnc(SCC(=O)N2CCCCC2)n1CCCOC. The value obtained for the LUMO energy is 0.58 eV. As for the charge: 0. The value obtained for the energy above the lowest of the compared OMol25 structures with the same formula, charge and spin is 53.2 kJ/mol. For the gap between HOMO and LUMO, the calculation gives 0.332 Eh. Its HOMO energy is -8.46 eV. As for the maximum force: 1.2 eV Å⁻¹.

```
51
C16H28N4O2S the ωB97M-V functional and the def2-TZVPD basis
C -5.76557 -2.08634 -0.69438
C -4.31673 -2.15499 -0.23145
H -3.96855 -3.18892 -0.25130
H -4.24611 -1.79938 0.79945
C -3.40470 -1.31302 -1.13369
C -1.99782 -1.36738 -0.67008
N -1.08930 -2.19153 -1.10393
N 0.04980 -1.97277 -0.42390
C -0.18401 -1.00944 0.42747
N -1.47563 -0.58108 0.32755
C -2.07847 0.50476 1.04845
H -3.16327 0.37939 1.03578
C -1.72154 1.85969 0.42995
C -2.61801 2.95645 1.01459
O -3.99154 2.73003 0.79587
C -4.44116 3.04207 -0.49959
H -4.00349 2.38747 -1.26210
H -4.21145 4.08254 -0.75801
H -5.52048 2.90330 -0.48956
H -2.32250 3.93276 0.60562
H -2.50106 2.98012 2.10122
H -0.67858 2.10245 0.63438
H -1.85227 1.80905 -0.65365
H -1.72938 0.46748 2.08446
S 0.94933 -0.31597 1.54822
C 2.33268 -1.49691 1.37304
H 2.01050 -2.25459 0.66260
C 3.61402 -0.77541 0.97818
O 4.48736 -0.60400 1.80990
N 3.73709 -0.35885 -0.29606
C 2.76304 -0.45853 -1.35845
H 3.27317 -0.86055 -2.24235
C 2.21378 0.93167 -1.68833
C 3.36114 1.85774 -2.08407
C 4.41306 1.88134 -0.97728
C 4.87722 0.45981 -0.66033
H 5.36299 0.01698 -1.53664
H 5.57456 0.45461 0.17849
H 3.98530 2.32141 -0.07408
H 5.27015 2.48529 -1.27769
H 3.81501 1.49509 -3.00956
H 2.98618 2.86647 -2.26710
H 1.70529 1.33363 -0.80907
H 1.48652 0.85012 -2.49743
H 1.95424 -1.14097 -1.10278
H 2.49330 -1.93460 2.35853
H -3.43747 -1.70939 -2.14903
H -3.75535 -0.27856 -1.14845
H -6.39722 -2.69638 -0.05358
H -5.85708 -2.45087 -1.71485
H -6.13080 -1.06176 -0.66068
```

Mulliken population analysis, charges in e, atoms 1 to 8: -1.274 -0.197 0.325 0.292 -0.613 0.769 -1.113 -0.218

Formula: C31H24BCoN2O2P
Source: OMol25
Level of theory: the ωB97M-V functional and the def2-TZVPD basis

As for the electronic energy: -3204.60346 a.u. The value obtained for the LUMO energy (spin up / spin down) is 0.53 / 0.36 eV. As for the charge: 0. The value obtained for the energy above the lowest of the compared OMol25 structures with the same formula, charge and spin is 47.1 kJ/mol. The spin multiplicity is 4. For the gap between HOMO and LUMO (spin up / spin down), the calculation gives 0.213 / 0.294 Eh. Its HOMO energy (spin up / spin down) is -5.27 / -7.65 eV. As for the maximum force: 3.4 eV Å⁻¹.

```
62
C31H24BCoN2O2P the ωB97M-V functional and the def2-TZVPD basis
Co -0.44885 0.66533 0.79852
C 1.56388 0.20338 -4.55042
C 1.96901 1.41204 -3.96853
C 1.93014 1.56846 -2.60329
C 1.51776 0.50063 -1.79039
C 1.10788 -0.71255 -2.35823
C 1.11428 -0.84061 -3.73948
P 1.44902 0.80551 -0.01486
C 3.16201 0.87855 0.49637
C 3.42964 1.52840 1.71313
C 4.76718 1.88608 1.96159
C 5.79322 1.50380 1.06962
C 5.45033 0.86038 -0.13488
C 4.13618 0.43926 -0.39400
C 1.01204 2.60673 0.13999
C 1.81838 3.74251 0.09630
C 1.20871 4.99370 0.26134
C -0.12545 5.06539 0.63291
C -0.90176 3.88809 0.69191
C -0.32709 2.62876 0.50899
H 1.60189 0.08118 -5.62951
H 2.37762 2.23386 -4.55320
H 2.16920 2.51671 -2.12996
H 0.76394 -1.54644 -1.76139
H 0.80399 -1.78941 -4.20120
H 2.57803 1.89526 2.28559
H 4.99947 2.36156 2.91122
H 6.84644 1.76772 1.27352
H 6.27594 0.66026 -0.82777
H 3.91679 -0.15598 -1.28670
H 2.89492 3.65831 -0.09735
H 1.80087 5.87756 0.07508
H -0.55375 6.01995 0.93642
H -1.96341 3.93073 0.89351
N -4.48010 1.07507 -0.23451
C -3.14810 1.26035 -0.34315
N -2.49020 0.66666 0.64072
C -3.40436 -0.04136 1.42528
C -3.23815 -1.15289 2.29000
C -4.38097 -1.86021 2.67918
C -5.68138 -1.49758 2.22178
C -5.86379 -0.45394 1.32554
C -4.71421 0.23826 0.92025
H -5.16661 1.38660 -0.92793
H -2.70628 1.86309 -1.13639
H -2.22505 -1.48972 2.49829
H -4.24055 -2.69024 3.37587
H -6.53533 -2.09585 2.61297
H -6.86052 -0.25661 0.95334
O 0.14773 -2.12217 1.12450
B -0.64747 -1.26234 0.35786
O -1.65835 -2.10477 -0.29630
C -1.37489 -3.42684 0.06672
C -1.85487 -4.63106 -0.45523
C -1.16925 -5.82167 -0.12681
C -0.05901 -5.82533 0.71109
C 0.41985 -4.60439 1.31361
C -0.24289 -3.42891 0.91881
H -2.75272 -4.69163 -1.07962
H -1.54683 -6.79292 -0.47177
H 0.40973 -6.78506 0.98832
H 1.32611 -4.58967 1.94273
```

Mulliken population analysis, charges in e, atoms 1 to 8: -0.356 -0.593 -0.685 0.002 0.280 -0.242 -0.721 1.359

Formula: C2H4N2O2S
Source: OMol25
Level of theory: the ωB97M-V functional and the def2-TZVPD basis

As for the electronic energy: -736.66611 a.u. The value obtained for the LUMO energy is -0.26 eV. As for the charge: 0. The value obtained for the energy above the lowest of the compared OMol25 structures with the same formula, charge and spin is 364.4 kJ/mol. For the gap between HOMO and LUMO, the calculation gives 0.337 Eh. Its HOMO energy is -9.42 eV. As for the maximum force: 5.9 eV Å⁻¹.

```
11
C2H4N2O2S the ωB97M-V functional and the def2-TZVPD basis
C 0.14841 0.08318 -0.37970
C -0.33190 -1.54015 1.26628
H 0.66572 2.39648 -0.91255
H -1.61216 1.20215 -0.61785
H 1.95036 -0.56424 -0.08937
H 0.41267 -1.04947 1.87515
N -0.72653 0.94239 -1.01621
N 1.39554 0.24133 -0.36580
O -0.18328 2.03486 -1.71491
O -0.68272 -0.89397 0.13029
S -1.03612 -2.85255 1.82469
```

Mulliken population analysis, charges in e, atoms 1 to 8: 0.667 -0.081 0.363 0.239 0.264 0.313 -0.145 -0.656